(1)
{
  "formula": "C25H52N4O4P",
  "method": "the ωB97M-V functional and the def2-TZVPD basis",
  "symbols": ["C", "C", "P", "C", "C", "C", "N", "C", "O", "N", "O", "C", "H", "H", "H", "H", "H", "H", "H", "H", "H", "H", "H", "H", "H", "H", "H", "H", "C", "C", "C", "C", "C", "C", "N", "O", "C", "C", "C", "H", "H", "H", "H", "H", "H", "H", "H", "H", "H", "H", "H", "H", "H", "H", "H", "H", "H", "C", "C", "C", "C", "C", "C", "N", "O", "C", "C", "C", "H", "H", "H", "H", "H", "H", "H", "H", "H", "H", "H", "H", "H", "H", "H", "H", "H", "H"],
  "positions_angstrom": [[0.479578, 2.446666, -4.235384], [1.543975, 2.015571, -3.203956], [2.184707, 3.480637, -2.298288], [2.858961, 2.785085, -0.740611], [3.734027, 3.941058, -3.203548], [4.736300, 2.809456, -3.576495], [5.308142, 3.210047, -4.963037], [4.928375, 4.649683, -5.061101], [5.258449, 5.131572, -6.313317], [4.570201, 6.450442, -6.652548], [4.901844, 7.277458, -5.951989], [3.501010, 4.598877, -4.556481], [0.473872, 1.782709, -5.096820], [-0.506792, 2.450015, -3.777418], [0.656942, 3.462404, -4.592748], [1.094151, 1.365281, -2.454602], [2.331577, 1.458309, -3.714435], [3.883538, 3.100628, -0.549280], [2.234722, 3.180045, 0.057863], [2.801743, 1.699946, -0.737202], [4.241144, 4.612972, -2.507216], [4.196621, 1.875595, -3.683819], [5.574545, 2.695585, -2.897257], [4.830824, 2.639244, -5.656356], [6.318122, 3.113956, -5.029292], [5.522314, 5.123774, -4.268919], [2.959298, 3.874149, -5.179348], [2.917666, 5.511963, -4.600299], [0.249342, -2.955995, 2.204052], [1.198876, -2.372736, 1.149254], [2.479232, -3.199961, 1.055412], [3.362325, -3.065434, 2.292984], [3.680196, -1.599751, 2.587853], [2.459078, -0.673236, 2.618980], [1.562480, -0.949015, 1.448774], [1.925049, -0.312762, 0.400446], [1.698051, -0.815286, 3.946004], [2.921298, 0.775512, 2.538029], [0.441847, -2.409449, -0.171370], [-0.190648, -3.873324, 1.813889], [0.731809, -3.223292, 3.138925], [-0.564919, -2.261490, 2.415583], [3.045892, -2.879643, 0.174753], [2.205462, -4.244058, 0.891748], [2.888033, -3.535361, 3.157647], [4.296146, -3.606290, 2.132027], [4.196219, -1.513135, 3.545987], [4.375660, -1.234699, 1.824787], [0.764176, -0.253376, 3.912143], [2.307502, -0.409109, 4.752801], [1.468674, -1.841256, 4.213495], [3.568081, 0.949914, 1.680920], [3.482848, 1.012038, 3.441479], [2.070672, 1.454800, 2.472322], [-0.459729, -1.797650, -0.114510], [0.145882, -3.438166, -0.374296], [1.049705, -2.059438, -1.002562], [-6.141106, -0.111705, 0.433590], [-4.914248, -1.034700, 0.481420], [-5.287714, -2.446590, 0.034075], [-6.186524, -3.166771, 1.036384], [-5.556779, -3.184212, 2.429685], [-5.075087, -1.818301, 2.932009], [-4.316617, -1.102931, 1.853538], [-3.084891, -1.447502, 1.820934], [-6.256830, -0.974382, 3.433957], [-4.143993, -2.015643, 4.120567], [-3.882120, -0.434397, -0.463010], [-6.373432, 0.110699, -0.607623], [-7.037851, -0.547754, 0.861384], [-5.938299, 0.830729, 0.943137], [-4.370352, -3.027747, -0.104176], [-5.773441, -2.385878, -0.942343], [-7.176717, -2.705457, 1.068414], [-6.344738, -4.194171, 0.705327], [-6.266507, -3.582977, 3.156993], [-4.704611, -3.870880, 2.416883], [-5.928501, 0.038233, 3.670810], [-6.653018, -1.420758, 4.345348], [-7.083315, -0.910962, 2.732956], [-3.327822, -2.695854, 3.890983], [-4.718479, -2.437791, 4.944927], [-3.717485, -1.066736, 4.446426], [-3.587312, 0.562303, -0.131843], [-4.324080, -0.351893, -1.456052], [-2.989169, -1.050108, -0.535883]],
  "forces_ev_per_a": [[0.1741, 0.0283, 0.1674], [-0.1785, 0.2833, -0.3807], [-0.4486, 0.4240, 0.2052], [-0.0031, -0.0082, -0.1410], [0.4240, -0.4879, 0.0967], [-0.1940, 0.3107, 0.0620], [-0.2400, -0.0680, 0.9677], [0.1963, 0.8844, 0.3682], [-0.2065, -1.1227, -0.2347], [-0.0532, 0.3254, -0.4061], [-0.0763, 0.2834, 0.2961], [-0.2848, -0.5644, -0.4551], [-0.1296, -0.0792, -0.0117], [-0.0570, -0.0083, -0.0678], [-0.0009, 0.0039, -0.0789], [0.1359, -0.1553, 0.0033], [0.0222, -0.2103, 0.1598], [0.0562, 0.0315, 0.0068], [0.0526, -0.1735, 0.1481], [0.0353, -0.1275, 0.1857], [-0.0764, 0.2380, -0.1450], [0.3084, -0.2147, -0.1736], [-0.0632, -0.0265, 0.0732], [0.2339, 0.1692, -0.4694], [0.0351, -0.3171, -0.1339], [0.1809, 0.1125, -0.1587], [-0.1204, 0.1455, -0.1441], [0.2471, 0.2450, 0.3615], [-0.0582, 0.1098, 0.1409], [-0.7184, -0.3441, 0.2320], [0.3021, 0.0331, 0.0311], [-0.0790, 0.0564, 0.0469], [0.1381, -0.1887, -0.2525], [-0.3168, 0.2037, 0.7458], [1.0485, -0.4876, -0.2756], [-0.2379, 0.4358, -0.3213], [-0.0933, -0.0817, -0.0542], [0.0904, 0.1304, -0.1036], [0.0504, 0.1072, -0.2179], [-0.0030, 0.0103, -0.0831], [0.0382, 0.0112, -0.0151], [-0.0231, -0.0144, -0.0099], [-0.0475, 0.0681, -0.0094], [-0.0313, -0.0172, 0.0057], [-0.0454, 0.0169, -0.0067], [0.0110, -0.0167, 0.0306], [0.0127, 0.0405, 0.0196], [-0.0689, 0.0277, -0.0484], [-0.0206, -0.0124, -0.0088], [0.0464, 0.0467, -0.0344], [0.0142, -0.0047, -0.0154], [-0.0420, -0.0173, -0.0279], [-0.0007, -0.0090, 0.0389], [-0.0180, -0.0119, 0.0133], [-0.0071, 0.0011, 0.0231], [-0.0198, -0.0306, 0.0341], [0.0150, 0.0308, 0.0312], [-0.0136, 0.0006, 0.0920], [-0.4317, 0.6016, -0.2265], [-0.0124, -0.2859, 0.0799], [0.0016, 0.1015, 0.0656], [0.0948, -0.1966, -0.2754], [-0.5072, 0.3791, 0.5153], [0.0352, -1.0660, -0.2987], [0.4287, 0.3089, 0.0857], [-0.0078, 0.0743, -0.1331], [0.1559, -0.0745, 0.0582], [0.2082, -0.0607, -0.0638], [0.0588, 0.0042, -0.0341], [0.0123, -0.0134, 0.0112], [0.0076, 0.0011, 0.0108], [0.0482, 0.0614, 0.0412], [-0.0169, 0.0218, -0.0141], [0.0146, 0.0446, 0.0010], [-0.0334, -0.0108, 0.0044], [0.0063, -0.0041, 0.0428], [0.0550, 0.0681, -0.0186], [-0.0002, 0.0149, -0.0099], [0.0561, -0.0393, 0.0270], [0.0139, -0.0180, -0.0043], [0.0188, 0.0378, -0.0395], [-0.0361, 0.0023, 0.0135], [-0.0145, 0.0165, -0.0033], [0.0033, 0.0036, 0.0187], [-0.0482, 0.0158, -0.0066], [-0.0025, -0.0033, 0.0506]],
  "mulliken_charge": [-1.272, -0.347, -0.057, -0.948, 0.191, -0.853, -0.026, 0.001, -0.362, 0.297, -0.142, -1.114, 0.341, 0.361, 0.311, 0.523, 0.195, 0.477, 0.425, 0.146, 0.403, 0.357, 0.263, 0.382, 0.370, 0.321, 0.324, 0.437, -1.993, 2.222, -1.513, -0.463, -1.292, 1.780, 0.425, -0.488, -1.751, -1.878, -2.231, 0.542, 0.264, 0.453, 0.358, 0.371, 0.323, 0.406, 0.371, 0.356, 0.370, 0.507, 0.284, 0.290, 0.464, 0.442, 0.495, 0.511, 0.359, -1.797, 1.869, -1.280, -0.464, -1.270, 1.773, 0.143, -0.328, -1.675, -1.854, -1.747, 0.466, 0.304, 0.366, 0.318, 0.401, 0.329, 0.387, 0.369, 0.371, 0.368, 0.462, 0.289, 0.287, 0.439, 0.448, 0.469, 0.423, 0.149],
  "spin_multiplicity": 3,
  "gap_ha": [0.2031, 0.2451],
  "e_homo_ev": [-9.53, -10.68],
  "charge": 1
}

---

(2)
{
  "formula": "C21H30N7O2",
  "method": "the ωB97M-V functional and the def2-TZVPD basis",
  "symbols": ["C", "C", "C", "N", "C", "N", "C", "N", "N", "N", "C", "O", "O", "C", "C", "C", "C", "C", "C", "C", "H", "H", "H", "H", "H", "H", "H", "H", "H", "H", "H", "H", "H", "H", "H", "H", "C", "C", "C", "C", "N", "H", "H", "H", "H", "H", "H", "H", "C", "C", "C", "C", "N", "H", "H", "H", "H", "H", "H", "H"],
  "positions_angstrom": [[-1.706899, -5.703738, -1.430186], [-1.861663, -4.120299, -1.905468], [-0.920565, -3.101346, -0.977938], [0.000670, -2.393593, -1.984413], [1.290719, -2.870808, -2.616016], [1.848968, -1.854278, -3.588580], [0.849843, -0.719601, -3.535251], [0.872119, 0.449825, -4.254627], [-0.205375, -1.136281, -2.534084], [-1.199410, -0.189675, -2.341261], [-0.698344, 0.742578, -1.423911], [0.013654, 1.603971, -0.646815], [-3.295315, -3.792742, -1.864223], [-3.569169, -2.416805, -2.309704], [-5.171162, -2.142096, -2.671645], [-5.769454, -2.080055, -4.196891], [-7.406907, -1.803488, -4.340218], [-8.398055, -1.558279, -3.021802], [-7.755184, -1.590501, -1.508206], [-6.146518, -1.889708, -1.336964], [-2.766387, -6.009107, -0.975304], [-1.547794, -6.376830, -2.401828], [-0.873345, -5.858106, -0.619609], [-1.445327, -4.091504, -3.023193], [-1.547903, -2.359975, -0.325100], [-0.204890, -3.722389, -0.255293], [1.839247, -3.893823, -2.410722], [1.295976, 0.427454, -5.220396], [0.435040, 1.362492, -3.965464], [-3.345822, -1.713400, -1.374995], [-2.953010, -2.065991, -3.240716], [-5.055221, -2.253443, -5.113765], [-7.928705, -1.775372, -5.399824], [-9.560607, -1.369816, -3.101718], [-8.392113, -1.449801, -0.522807], [-5.666526, -1.948907, -0.246499], [2.585752, 1.139671, 3.028476], [1.291411, 1.891753, 2.746716], [1.137141, 3.159534, 3.586460], [1.028135, 2.866845, 5.020970], [0.949819, 2.633731, 6.155992], [2.625659, 0.783350, 4.062343], [2.664120, 0.267100, 2.373044], [3.457174, 1.778041, 2.850123], [0.440871, 1.220461, 2.915316], [1.273896, 2.169571, 1.685445], [0.235185, 3.690437, 3.261687], [1.983557, 3.832225, 3.406146], [6.643608, 4.237795, 5.174602], [7.225789, 4.404360, 3.776869], [6.280639, 5.121036, 2.812864], [5.057382, 4.350534, 2.557255], [4.086964, 3.743030, 2.362375], [5.746245, 3.611656, 5.163310], [7.375034, 3.758360, 5.832074], [6.381279, 5.208167, 5.608495], [7.495609, 3.418635, 3.379353], [8.154563, 4.983459, 3.853090], [6.802836, 5.285625, 1.863612], [6.022771, 6.110060, 3.208819]],
  "forces_ev_per_a": [[-1.2766, 0.2055, -0.2798], [0.1264, -1.1361, -0.1468], [-0.0300, -1.1081, -0.0239], [4.3475, -0.5817, -1.3633], [-1.5501, 4.2764, -1.4827], [-5.5072, -0.0952, 3.7096], [0.7061, -4.8529, 2.3932], [-0.1039, -0.7825, 0.0815], [3.8888, 1.6826, -3.8461], [0.8487, 3.9663, 4.9501], [4.9548, 3.1564, 3.1176], [-6.8459, -7.5556, -7.0431], [1.8837, 0.9902, -0.8860], [-1.5501, 1.5185, 0.2540], [-3.0369, 0.3907, 0.2619], [-2.7085, 0.4581, 4.2127], [1.0253, 0.0226, 3.3274], [4.2858, -0.7478, 0.9747], [2.9916, -0.9373, -3.1856], [-1.7716, 0.0956, -3.5990], [2.4442, 0.6421, -0.8931], [-0.1504, 1.4939, 2.3416], [-1.5868, 0.2414, -1.7532], [-0.9552, 0.3898, 2.3040], [1.3691, -1.1956, -1.5394], [-1.5539, 1.4659, -1.7342], [-1.5877, 2.3555, -0.2951], [-0.4744, -0.0973, 1.7922], [0.4956, -1.8372, -0.2797], [-0.3906, -1.2429, -2.1576], [-0.8723, -0.9293, 1.6801], [-1.7642, 0.3988, 1.9897], [1.3746, -0.0712, 2.4332], [2.7746, -0.4489, -0.1279], [1.3549, -0.2766, -2.4518], [-1.1589, 0.1483, -2.7278], [0.2190, -0.1730, 0.0822], [0.2267, -0.3233, -0.1991], [-0.2291, 0.1540, -0.2043], [-0.0359, -0.1515, 1.3850], [0.1008, 0.2678, -1.6015], [-0.0549, 0.0282, -0.0740], [0.0062, 0.0087, 0.0738], [-0.3504, -0.3121, 0.0781], [-0.0016, 0.1726, 0.0147], [-0.0403, 0.1174, 0.2027], [0.0685, -0.0032, 0.2356], [-0.1404, -0.2080, 0.1713], [-0.0191, -0.0629, 0.0934], [0.2501, -0.2079, 0.3957], [0.3279, 0.0462, -0.1571], [-1.1747, -0.5058, -0.2308], [1.5600, 1.1903, 0.0749], [0.0571, 0.0871, 0.0106], [-0.1360, 0.0833, -0.0585], [0.0131, -0.1198, -0.0217], [-0.0413, 0.1948, -0.0580], [-0.1888, -0.0594, -0.1780], [-0.2617, -0.0322, 0.0237], [-0.1519, -0.1936, -0.0662]],
  "mulliken_charge": [-1.074, 0.501, -0.860, 0.138, -0.038, -0.468, 0.450, -0.351, 0.653, -0.872, 0.782, -0.394, -0.317, -0.183, 0.248, -0.293, -0.385, -0.350, -0.334, -0.302, 0.301, 0.276, 0.296, 0.262, 0.327, 0.449, 0.349, 0.297, 0.230, 0.096, 0.191, 0.269, 0.284, 0.295, 0.287, 0.224, -1.028, -0.230, -0.269, 0.186, -0.434, 0.360, 0.326, 0.179, 0.422, 0.093, 0.309, 0.152, -1.068, -0.416, -0.419, 0.286, -0.504, 0.286, 0.318, 0.304, 0.296, 0.307, 0.281, 0.278],
  "spin_multiplicity": 1,
  "gap_ha": 0.2004,
  "e_homo_ev": -10.59,
  "charge": 1,
  "relative_energy_ev": 20.471
}

---

Number 1: total energy -50195.0492 eV. Number 2: total energy -36764.4974 eV.